{
  "formula": "H20O10",
  "method": "the ωB97M-V functional and the def2-TZVPD basis",
  "total_energy_ev": -20800.0383,
  "largest_force_ev_per_a": 1.029,
  "homo_lumo_gap_ev": 10.08,
  "smiles": "O.O.O.O.O.O.O.O.O.O",
  "charge": 0,
  "e_lumo_ev": -0.23,
  "e_above_lowest_kcal_mol": 59.37,
  "symbols": ["O", "H", "H", "O", "H", "H", "O", "H", "H", "O", "H", "H", "O", "H", "H", "O", "H", "H", "O", "H", "H", "O", "H", "H", "O", "H", "H", "O", "H", "H"],
  "coordinates": [[7.0441, 3.4296, 7.2956], [7.4417, 3.1258, 8.1124], [7.4397, 2.9002, 6.6002], [6.3884, 4.4415, 3.7187], [6.7060, 4.9415, 2.9729], [7.2096, 4.2861, 4.1974], [8.8791, 4.6949, 4.7613], [9.6184, 4.9608, 4.2148], [9.2200, 4.6760, 5.6558], [10.0232, 7.6692, 6.1199], [10.8933, 7.5052, 6.4885], [9.4966, 7.0522, 6.6432], [7.5211, 8.3009, 8.4786], [7.5200, 7.3393, 8.4570], [6.6060, 8.4490, 8.2088], [6.9047, 6.2513, 6.5230], [7.2610, 6.3858, 5.6457], [6.5440, 5.3667, 6.5273], [9.3630, 5.7254, 7.9916], [9.5259, 6.0751, 8.8638], [8.4283, 5.7817, 7.7827], [4.7592, 4.1371, 8.5111], [4.1745, 3.4155, 8.7345], [5.5265, 3.7291, 8.1009], [3.9792, 5.2954, 4.3529], [3.6105, 5.3472, 3.4713], [4.9083, 5.0923, 4.2249], [4.9256, 8.3508, 7.3997], [4.7974, 7.4141, 7.2437], [5.0850, 8.6888, 6.5160]],
  "forces_ev_per_angstrom": [[0.23, 0.01, -0.22], [0.33, -0.05, 0.25], [-0.02, -0.20, -0.16], [0.15, -0.36, 0.03], [-0.04, 0.33, -0.61], [0.28, -0.06, 0.26], [-0.12, -0.26, 0.00], [0.23, 0.16, -0.16], [0.17, 0.15, 0.44], [0.05, -0.15, -0.36], [0.27, 0.18, -0.05], [-0.10, 0.25, 0.13], [0.22, -0.29, 0.35], [0.16, 0.15, 0.01], [-0.34, 0.40, -0.14], [0.11, 0.23, 0.51], [0.14, 0.06, -0.39], [-0.28, -0.50, -0.08], [0.55, -0.76, -0.41], [-0.16, 0.26, 0.36], [-0.59, 0.10, 0.04], [-0.06, 0.39, 0.29], [-0.26, -0.16, 0.05], [-0.17, -0.09, -0.27], [-0.76, 0.41, 0.39], [-0.12, -0.01, -0.14], [0.32, -0.25, -0.08], [-0.20, 0.29, 0.05], [-0.03, -0.42, 0.06], [0.04, 0.18, -0.14]],
  "mulliken_charge": [-0.69, 0.30, 0.27, -0.67, 0.31, 0.31, -0.59, 0.28, 0.28, -0.65, 0.30, 0.46, -0.65, 0.26, 0.43, -0.41, 0.22, 0.20, -0.66, 0.32, 0.23, -0.61, 0.32, 0.41, -0.64, 0.28, 0.44, -0.69, 0.31, 0.33]
}


{
  "formula": "H20O10",
  "method": "the ωB97M-V functional and the def2-TZVPD basis",
  "total_energy_ev": -20794.8633,
  "largest_force_ev_per_a": 8.548,
  "homo_lumo_gap_ev": 7.88,
  "smiles": "O.O.O.O.O.O.O.O.O.O",
  "charge": 0,
  "e_lumo_ev": -0.01,
  "e_above_lowest_kcal_mol": 178.70,
  "symbols": ["O", "H", "H", "O", "H", "H", "O", "H", "H", "O", "H", "H", "O", "H", "H", "O", "H", "H", "O", "H", "H", "O", "H", "H", "O", "H", "H", "O", "H", "H"],
  "coordinates": [[-1.2013, 0.0969, -0.0882], [-1.0099, 0.2896, -0.9979], [-1.2082, 1.0428, 0.2334], [-1.0351, -2.4862, -0.5455], [-0.2269, -2.2959, -1.0945], [-1.1714, -3.3743, -0.6940], [-0.5482, 4.6480, -0.9159], [-0.6670, 5.4194, -0.4080], [0.2433, 4.9159, -1.4056], [2.8797, 0.2944, -0.1269], [3.0472, -0.0328, 0.7237], [3.5707, -0.1778, -0.6187], [3.2348, -2.4171, 0.7554], [4.1363, -2.1315, 0.6315], [2.7360, -1.6107, 0.5857], [1.5223, -0.1913, 3.2133], [0.7948, -0.0853, 3.7706], [1.5677, -1.1757, 3.3493], [0.4196, -2.2464, -2.9880], [0.8018, -1.3620, -3.0291], [0.9636, -2.7893, -3.5209], [-2.9170, 0.6243, 0.4247], [-3.0196, 0.1493, 1.2809], [-2.8521, 1.5657, 0.6678], [-5.3896, -1.2853, 0.7615], [-4.8209, -0.5952, 0.5189], [-6.1915, -0.7159, 0.8322], [1.8508, 2.3127, -0.3808], [1.8155, 1.4633, -0.9076], [2.6745, 2.1505, -0.0272]],
  "forces_ev_per_angstrom": [[6.98, 0.64, -1.07], [0.42, -0.52, -1.13], [0.84, -2.08, -0.44], [1.72, 2.91, -0.12], [-1.30, -0.22, 0.76], [-0.61, -3.14, -0.51], [0.67, -0.76, -1.16], [-0.69, 1.38, 1.30], [-0.06, -0.67, -0.10], [1.54, -1.71, -1.91], [-0.06, -0.03, 2.58], [-0.18, 0.29, -0.34], [-0.22, 0.06, 0.09], [0.62, -0.20, 0.05], [-0.57, -0.56, -0.10], [1.62, -2.44, -0.72], [-2.12, 1.29, 1.36], [0.62, 1.09, -0.75], [-0.69, 1.07, 0.80], [-0.05, -0.12, -0.09], [0.91, -0.87, -0.85], [-7.56, 2.15, 3.36], [0.15, 0.48, -0.76], [-0.75, -0.33, 0.13], [-2.53, -0.14, 0.66], [2.25, 1.35, -0.89], [0.30, -1.15, 0.13], [-3.12, 0.25, -2.67], [-0.75, 1.88, 0.89], [2.63, 0.12, 1.51]],
  "mulliken_charge": [-0.60, 0.24, 0.37, -0.54, 0.31, 0.25, -0.58, 0.29, 0.30, -0.65, 0.23, 0.31, -0.63, 0.29, 0.40, -0.59, 0.28, 0.31, -0.62, 0.30, 0.30, -0.65, 0.34, 0.29, -0.61, 0.29, 0.31, -0.61, 0.35, 0.30]
}


{
  "formula": "H20O10",
  "method": "the ωB97M-V functional and the def2-TZVPD basis",
  "total_energy_ev": -20800.3879,
  "largest_force_ev_per_a": 0.963,
  "homo_lumo_gap_ev": 10.32,
  "smiles": "O.O.O.O.O.O.O.O.O.O",
  "charge": 0,
  "e_lumo_ev": -0.09,
  "e_above_lowest_kcal_mol": 51.30,
  "symbols": ["O", "H", "H", "O", "H", "H", "O", "H", "H", "O", "H", "H", "O", "H", "H", "O", "H", "H", "O", "H", "H", "O", "H", "H", "O", "H", "H", "O", "H", "H"],
  "coordinates": [[1.6709, -1.6162, 1.0163], [1.1020, -2.1799, 0.4920], [2.4288, -1.4516, 0.4552], [-1.3027, -0.9811, -2.3511], [-1.2589, -0.3914, -3.1039], [-0.8287, -0.5212, -1.6582], [-0.3597, -1.1175, 2.6219], [0.3930, -1.6197, 2.3098], [-1.1043, -1.7093, 2.5145], [-0.0874, 0.2686, -0.2393], [-0.3132, 0.8084, 0.5182], [0.1942, -0.5657, 0.1359], [3.2714, -0.8113, -0.9312], [2.6939, -0.2024, -1.3917], [3.9970, -0.9591, -1.5377], [0.9028, 2.2004, -2.4605], [1.7268, 1.8885, -2.8347], [0.7735, 1.6600, -1.6811], [-1.5287, 3.1714, -1.1780], [-0.7127, 3.0431, -1.6616], [-1.4179, 2.6558, -0.3792], [0.2274, -3.1710, -0.5243], [-0.1749, -2.9438, -1.3626], [0.7029, -3.9833, -0.6987], [-0.2837, 1.5864, 3.1767], [-1.1842, 1.7126, 2.8777], [-0.1431, 0.6411, 3.1225], [-2.7506, 1.4412, 1.5373], [-3.1377, 2.3057, 1.6754], [-3.4963, 0.8411, 1.5403]],
  "forces_ev_per_angstrom": [[-0.03, 0.19, 0.94], [-0.11, -0.68, -0.49], [0.48, 0.16, -0.15], [-0.08, -0.81, -0.44], [-0.05, 0.12, -0.20], [-0.03, 0.60, 0.54], [-0.60, -0.12, 0.21], [0.75, 0.06, -0.10], [-0.31, -0.02, 0.13], [0.06, 0.47, -0.84], [-0.20, 0.12, 0.52], [0.52, -0.18, 0.60], [0.25, 0.05, -0.25], [-0.31, 0.20, 0.03], [0.29, -0.14, -0.05], [0.02, 0.09, -0.23], [0.18, 0.14, -0.22], [-0.15, -0.48, 0.54], [-0.32, 0.17, 0.09], [0.24, 0.13, -0.33], [-0.14, -0.17, 0.22], [-0.23, -0.33, -0.02], [-0.41, 0.40, -0.44], [0.17, -0.28, 0.07], [0.39, 0.82, 0.07], [-0.28, -0.17, -0.09], [-0.09, -0.51, -0.01], [0.30, 0.07, 0.00], [-0.16, 0.34, -0.03], [-0.14, -0.24, -0.06]],
  "mulliken_charge": [-0.68, 0.58, 0.25, -0.67, 0.33, 0.45, -0.62, 0.33, 0.27, -0.60, 0.15, 0.29, -0.63, 0.26, 0.30, -0.68, 0.31, 0.33, -0.65, 0.41, 0.28, -0.65, 0.30, 0.30, -0.66, 0.33, 0.38, -0.57, 0.31, 0.25]
}


{
  "formula": "H20O10",
  "method": "the ωB97M-V functional and the def2-TZVPD basis",
  "total_energy_ev": -20799.8466,
  "largest_force_ev_per_a": 3.284,
  "homo_lumo_gap_ev": 10.18,
  "smiles": "O.O.O.O.O.O.O.O.O.O",
  "charge": 0,
  "e_lumo_ev": -0.46,
  "e_above_lowest_kcal_mol": 63.79,
  "symbols": ["O", "H", "H", "O", "H", "H", "O", "H", "H", "O", "H", "H", "O", "H", "H", "O", "H", "H", "O", "H", "H", "O", "H", "H", "O", "H", "H", "O", "H", "H"],
  "coordinates": [[-0.8691, 0.1206, 19.1406], [-1.5989, -0.4913, 19.0339], [-1.0865, 0.3458, 20.0368], [3.7087, -1.8085, 22.8372], [4.5948, -1.7374, 23.1604], [3.7925, -2.0973, 21.9660], [-2.0943, -0.4618, 21.5866], [-1.9155, -1.3387, 21.2605], [-2.9599, -0.5709, 22.0262], [0.2539, -2.5566, 23.4853], [1.1090, -2.9965, 23.3413], [0.4384, -1.6129, 23.6881], [0.1655, 0.4101, 22.8213], [-0.5409, -0.1014, 22.4948], [0.2111, 1.1206, 22.1790], [0.0339, -0.5213, 16.5672], [-0.2035, -0.1712, 17.4134], [-0.6224, -0.2405, 15.9751], [3.8173, -2.2109, 20.2491], [3.0110, -1.7010, 20.1444], [3.6309, -3.1270, 20.0700], [2.6184, -0.1756, 18.2681], [2.6782, 0.1391, 19.1584], [2.2029, 0.4813, 17.7186], [1.2286, -2.8890, 18.3112], [1.5331, -2.0133, 18.2734], [0.2574, -2.8209, 18.1711], [1.3894, -0.9693, 20.6225], [0.5854, -0.8203, 20.0838], [1.1326, -0.8109, 21.5153]],
  "forces_ev_per_angstrom": [[-0.19, -0.44, -0.20], [-0.29, -0.40, -0.83], [0.10, 0.99, 1.03], [-1.06, 0.77, 3.01], [0.68, 0.10, 0.37], [0.30, -0.74, -2.90], [-1.06, 0.06, 0.23], [0.29, -0.82, -0.09], [0.56, 0.34, -0.14], [0.06, 0.60, -0.02], [-0.24, 0.55, 0.11], [0.28, -1.02, -0.09], [1.57, 0.91, 0.63], [-1.84, -1.02, -0.34], [0.30, 0.38, 0.11], [1.58, -0.99, 0.32], [-0.15, 0.49, 0.80], [-1.36, 0.62, -1.30], [1.11, 0.14, 0.09], [-0.64, -0.26, -0.10], [-0.44, -0.33, -0.39], [0.24, -0.93, -0.80], [-0.12, 0.53, 0.73], [-0.22, 0.42, -0.15], [-1.96, -2.16, 0.12], [0.95, 2.18, -0.31], [1.17, -0.11, -0.03], [-0.35, 0.07, -1.42], [0.77, -0.17, 0.15], [-0.07, 0.22, 1.38]],
  "mulliken_charge": [-0.72, 0.32, 0.27, -0.62, 0.27, 0.37, -0.71, 0.35, 0.28, -0.67, 0.32, 0.34, -0.66, 0.39, 0.30, -0.60, 0.39, 0.27, -0.73, 0.41, 0.32, -0.60, 0.32, 0.30, -0.62, 0.32, 0.28, -0.49, 0.29, 0.32]
}


{
  "formula": "H20O10",
  "method": "the ωB97M-V functional and the def2-TZVPD basis",
  "total_energy_ev": -20799.5157,
  "largest_force_ev_per_a": 2.690,
  "homo_lumo_gap_ev": 9.63,
  "smiles": "O.O.O.O.O.O.O.O.O.O",
  "charge": 0,
  "e_lumo_ev": -0.42,
  "e_above_lowest_kcal_mol": 71.42,
  "symbols": ["O", "H", "H", "O", "H", "H", "O", "H", "H", "O", "H", "H", "O", "H", "H", "O", "H", "H", "O", "H", "H", "O", "H", "H", "O", "H", "H", "O", "H", "H"],
  "coordinates": [[1.6749, -1.9749, 0.0039], [1.0349, -2.2739, 0.6589], [1.2799, -2.2619, -0.7891], [-2.2231, 1.7351, -2.9751], [-1.4151, 1.3701, -3.3701], [-1.7381, 1.9351, -2.1701], [-1.3861, 2.6181, -0.6791], [-2.0611, 2.6711, -0.0051], [-0.5731, 2.3851, -0.1781], [0.3689, 0.4761, 0.2309], [0.6939, -0.4649, 0.0559], [-0.5351, 0.4461, -0.1911], [2.5539, 1.5271, -0.7021], [3.1419, 0.7631, -0.6231], [1.7789, 1.2261, -0.2501], [4.0899, -0.7049, -0.2891], [3.4619, -1.3399, 0.0489], [4.6189, -0.4019, 0.4649], [-1.5351, -0.8749, -0.8021], [-1.8751, -1.7539, -0.7401], [-1.5691, -0.5779, -1.7021], [1.8399, 0.6291, 2.8729], [1.0839, 0.3761, 3.3379], [1.6049, 0.7571, 1.9809], [-3.8971, -0.0249, 0.2479], [-3.0621, -0.0359, -0.2651], [-4.4461, 0.5711, -0.2061], [-0.8561, -2.5799, 1.8429], [-1.3681, -1.9249, 1.4459], [-0.6861, -2.2909, 2.7459]],
  "forces_ev_per_angstrom": [[0.10, 0.42, 1.36], [-0.07, -0.30, 0.69], [-0.40, -0.65, -1.90], [1.13, -1.17, -0.51], [-0.55, -0.07, -1.23], [-0.75, 1.02, 1.22], [1.24, -0.27, 0.88], [-0.45, 0.10, 0.23], [-0.46, 0.42, -0.50], [-1.37, -1.46, -0.36], [-0.14, 1.66, 0.34], [1.52, 0.06, 0.96], [1.02, 0.61, -0.49], [0.30, 0.03, -0.21], [-0.86, 0.05, 0.15], [0.97, 0.37, 0.08], [-0.36, -0.32, 0.27], [-0.21, -0.20, -0.25], [0.31, 0.31, 0.48], [-0.53, -0.94, -0.30], [-0.28, 0.01, -1.08], [2.57, 0.23, 0.77], [-1.87, -0.51, 0.94], [-0.70, 0.29, -1.67], [1.63, -1.01, 0.60], [-0.67, -0.02, 0.46], [-1.28, 1.20, -0.89], [1.68, -1.77, 0.79], [-1.43, 1.91, -0.77], [-0.10, 0.01, -0.08]],
  "mulliken_charge": [-0.72, 0.33, 0.29, -0.64, 0.34, 0.31, -0.66, 0.31, 0.34, -0.72, 0.31, 0.44, -0.69, 0.45, 0.35, -0.70, 0.33, 0.34, -0.61, 0.26, 0.22, -0.63, 0.27, 0.39, -0.64, 0.40, 0.33, -0.64, 0.30, 0.32]
}


{
  "formula": "H20O10",
  "method": "the ωB97M-V functional and the def2-TZVPD basis",
  "total_energy_ev": -20797.2149,
  "largest_force_ev_per_a": 2.786,
  "homo_lumo_gap_ev": 9.21,
  "smiles": "O.O.O.O.O.O.O.O.O.O",
  "charge": 0,
  "e_lumo_ev": -0.28,
  "e_above_lowest_kcal_mol": 124.47,
  "symbols": ["O", "H", "H", "O", "H", "H", "O", "H", "H", "O", "H", "H", "O", "H", "H", "O", "H", "H", "O", "H", "H", "O", "H", "H", "O", "H", "H", "O", "H", "H"],
  "coordinates": [[1.1009, -0.7712, 0.4434], [1.2581, -1.6632, 0.1136], [0.1531, -0.7492, 0.6174], [2.1686, 3.4031, 0.9474], [3.0126, 3.2989, 0.4938], [1.9203, 4.3181, 0.7736], [-4.1322, -0.2879, -0.2618], [-4.0553, -0.8253, 0.5346], [-4.9916, -0.5292, -0.6255], [-3.2441, 0.9203, -2.1970], [-2.9945, 1.4418, -1.4258], [-3.5903, 0.1016, -1.8244], [-1.2107, 1.8080, 0.1798], [-2.1069, 1.4978, 0.3518], [-1.2421, 2.7469, 0.3955], [-3.1768, -1.3065, 2.6822], [-3.7501, -1.6736, 1.9999], [-3.3522, -1.8543, 3.4556], [4.7000, -1.1525, 1.4993], [3.7559, -1.3223, 1.5934], [5.0243, -1.1215, 2.4064], [2.8516, -2.8149, -2.1027], [3.2573, -3.6878, -2.0543], [3.2770, -2.4004, -2.8619], [-0.8727, -1.6318, -0.2544], [-1.6956, -1.9673, 0.1189], [-0.4509, -2.4121, -0.6314], [2.1290, 2.0400, -1.0444], [1.2821, 2.4509, -1.2514], [2.7806, 2.6974, -1.3130]],
  "forces_ev_per_angstrom": [[1.96, 0.46, 0.87], [0.15, 0.40, 0.08], [0.62, 0.16, -0.08], [0.07, 1.10, 0.89], [-0.26, -0.21, 0.29], [0.07, 0.03, 0.19], [-0.56, -0.81, 1.09], [0.03, 0.29, -0.17], [-0.17, 0.14, 0.06], [-0.03, 0.41, -0.83], [0.10, -0.19, -0.30], [0.62, 0.43, -0.24], [-0.26, 0.16, -0.08], [0.10, -0.10, 0.15], [0.12, -0.07, 0.10], [-0.10, -0.05, -0.25], [0.02, -0.25, 0.45], [0.05, 0.05, 0.00], [0.08, -0.14, 0.25], [-0.12, 0.20, -0.19], [-0.01, 0.03, -0.12], [0.02, -0.24, -0.09], [-0.02, 0.09, 0.04], [-0.09, 0.11, 0.13], [-2.44, -1.20, -0.62], [-0.08, -0.01, -0.10], [0.01, 0.12, -0.14], [0.30, -0.49, -1.31], [-0.02, -0.21, 0.21], [-0.16, -0.18, -0.28]],
  "mulliken_charge": [-0.63, 0.24, 0.42, -0.59, 0.29, 0.31, -0.57, 0.17, 0.29, -0.63, 0.25, 0.43, -0.55, 0.26, 0.29, -0.57, 0.30, 0.31, -0.63, 0.32, 0.31, -0.59, 0.30, 0.30, -0.62, 0.28, 0.31, -0.61, 0.30, 0.29]
}


> Which formula does entry 6 have?

H20O10